Here is a 11-piece molecular cluster, C39H103N3O14 overall at a distorted geometry from OMol25. Energies are from the ωB97M-V functional and the def2-TZVPD basis.

Results
DFT total energy ... -2764.96210 Eh
E_HOMO (spin up / spin down) ... 0.471 / -7.048 eV
<S²> ... 0.75
Energy above the lowest of the compared OMol25 structures with the same formula, charge and spin ... 106.90 kcal/mol

ORCA input file:
```
! RIJCOSX wB97M-V def2-TZVPD def2/J DEFGRID3
* xyz -1 2
H 2.92861 0.40569 -1.94765
H -5.49116 -1.48815 0.58682
H -1.92789 -3.11836 -3.21525
H 3.55214 4.17415 -1.59708
H -2.30309 3.83252 4.03885
H 1.65299 -1.80565 -2.10958
O -3.11957 -1.82437 -4.28482
H 0.91113 -3.71531 2.10658
C -0.90786 1.66084 4.00731
H 0.12416 -6.72642 -3.11521
H -3.81088 3.09934 0.08930
H -1.07902 2.59877 5.96177
C -5.52360 5.02554 6.46321
H -3.93974 5.64246 2.05705
H -1.19707 -10.29934 -5.03075
C 2.20316 -3.95056 4.45640
C -3.59296 3.62239 5.86169
O -2.85662 0.34807 0.96055
H 1.68618 -2.08084 2.30722
H -4.88814 -0.80995 2.09982
C -2.96601 -2.78910 -3.25976
H -2.94152 5.76461 -0.03354
C -4.51565 -0.25394 -5.49450
C 1.12561 5.00372 0.41590
H 5.60973 -1.60091 2.30666
C 0.24941 6.66556 -1.40691
C 0.89053 -8.38463 -4.99153
C -4.88152 -0.69309 1.01612
H 1.68169 4.45366 -0.34326
C 5.71295 -2.53771 1.75906
H 1.03381 -9.08163 -5.81723
H 1.19108 -8.88165 -4.06918
H 0.83194 6.11687 -2.14697
H 3.73520 0.67642 -3.40604
H -4.26677 3.99477 2.48268
H -1.60883 -0.06754 -3.23664
H -2.68223 -2.49231 1.73365
H -1.55302 1.09404 3.33603
H -0.55000 7.00549 -2.06532
H -0.11050 0.02330 5.09837
H -5.72088 4.27429 7.22794
C -3.42493 -0.76289 0.39986
H 0.69479 2.20950 -2.62521
H 2.45033 3.05233 -3.64146
C 6.50936 1.60546 1.25834
C -1.12927 0.77146 -2.73245
C 1.14308 -2.90480 4.15700
H 4.67709 3.01976 -2.32068
H -5.40632 4.79452 1.44625
H 3.36170 -1.30764 0.28095
H 0.75732 7.53806 -0.99597
H 2.64244 0.71564 5.72030
H -5.29928 0.27908 0.75443
H 0.79414 0.49834 3.59396
H 6.43737 3.32116 2.61950
H 3.15096 -2.84669 0.84875
H -1.91119 0.27853 1.11198
H 2.61664 -7.21356 -5.75881
C 0.89423 -2.75790 2.62734
H -4.52535 -0.67960 -6.49791
O 1.03795 1.86234 5.15994
H 1.91848 -4.88474 3.97231
H 0.82765 0.35129 -0.29881
H -3.50361 -0.51605 -0.65891
O -0.68343 6.46880 0.73489
H 5.05457 -3.30441 2.16747
H -1.67655 -2.02710 0.31303
H -0.49107 2.45358 3.38605
H -0.12486 0.41635 -2.50184
H 1.98058 2.37801 0.18363
H 6.21284 0.75149 1.86736
C -0.16379 5.72807 -0.24032
H -4.90271 -1.13944 -3.52231
H 3.21136 -3.67886 4.14366
C 3.69015 3.12816 -1.87088
H -0.01349 -1.90968 -1.80356
C 1.93507 1.38839 6.20521
H -1.73725 1.19924 -1.93531
H -0.38945 -2.64625 5.17553
H 1.09432 -6.55186 -6.07812
H -3.70961 1.08851 -3.29160
H 5.55146 -3.26226 -0.22551
H -3.34748 2.48072 4.08280
C 0.51562 -4.81694 -2.40980
H -3.14548 -2.98972 0.30518
H 5.95137 0.37008 -0.12397
C -2.68576 -2.09252 0.71963
H -0.11632 -5.43060 -4.32838
H 1.40890 -1.95586 4.62280
H 2.73864 1.17955 1.18251
C 3.72544 -2.31703 0.08879
N 1.85519 -6.25310 -4.10926
H -6.43499 5.35114 5.96174
O -0.52217 -8.26917 -4.90895
H 1.18055 -2.83578 -0.83537
C 2.53029 2.49777 -2.70648
C -2.72719 3.10253 4.72831
C -2.18380 2.40185 -4.20217
O 0.02934 -3.43436 4.82184
H 2.43246 2.28839 6.56673
H -5.41722 0.31806 -5.27513
H -3.89376 2.76841 6.46861
H 1.99922 0.48669 -3.43501
H -2.53568 3.85386 0.99592
H -5.12073 -2.27317 -4.71374
C -1.18403 -9.40579 -4.40665
H -0.09491 6.14477 1.42064
O 5.80376 -1.27066 -0.36503
H 1.78377 5.71130 0.92013
H 0.70972 4.15421 0.95763
C 2.81793 0.95077 -2.88505
H -2.41418 3.15114 -3.44482
H -2.52006 0.29383 -5.27043
C 1.64426 -7.06500 -5.28922
H -2.86172 4.18094 6.44599
O 0.92465 -3.54606 -2.85543
H -2.20789 -9.07984 -4.22340
H 6.72999 -2.92918 1.78084
C -3.51842 4.03719 0.56153
H -0.55887 -4.82884 -2.22693
C 0.88339 -2.52817 -1.83796
H -3.32415 -2.49894 -2.27202
O -0.96693 1.73617 -3.72575
O -0.51289 1.62268 0.58074
O 5.98196 1.31559 0.03937
H -0.79374 4.98840 -0.73442
H 5.99375 -1.52736 -1.27035
C 5.21680 -2.38783 0.33259
H 3.91824 2.42182 -1.07265
H -0.06087 -2.37821 2.26441
H 4.91599 3.01787 1.84444
C -3.51065 1.58600 -4.24081
O -4.78826 4.25905 5.44707
H 7.59530 1.56334 1.17425
H 2.16884 -4.16295 5.52496
N -3.42012 0.73477 -5.39513
N -1.59797 2.18140 5.20243
O -3.53746 5.11401 -0.41191
H 3.42333 -2.56386 -0.92900
H 2.19444 -5.40218 -4.53465
H 0.61722 0.13481 1.49952
C 0.55113 -5.82992 -3.56474
H -4.94618 5.87546 6.82696
H 1.18161 -5.13250 -1.60669
H -4.39915 2.19667 -4.40127
C 0.27848 0.84069 4.49118
C -4.46915 -1.43155 -4.47877
H 1.61957 2.33980 1.94441
H 1.45047 0.85729 7.02448
H -3.46876 -3.73109 -3.47884
C 5.99366 2.95001 1.69566
C -4.34146 4.70905 1.66274
C 1.81431 1.74266 1.05357
H -0.47322 2.17922 -0.20047
C 0.68640 0.83552 0.66746
H 6.19620 3.68420 0.91589
H -2.12424 3.00818 -5.10600
H -0.78188 -9.69638 -3.43611
O 1.30799 2.66129 -2.04086
*
```

Atom charges from the Mulliken analysis, given in e for atoms 1 to 99: number 1, H, carries 0.02; number 2, H, carries 0.41; number 3, H, carries 0.09; number 4, H, carries 0.36; number 5, H, carries 0.32; number 6, H, carries 0.01; number 7, O, carries -0.30; number 8, H, carries 0.53; number 9, C, carries 0.26; number 10, H, carries 0.23; number 11, H, carries 0.19; number 12, H, carries 0.33; number 13, C, carries -0.72; number 14, H, carries 0.29; number 15, H, carries 0.30; number 16, C, carries -1.70; number 17, C, carries -0.63; number 18, O, carries -0.09; number 19, H, carries -0.10; number 20, H, carries 0.37; number 21, C, carries -0.71; number 22, H, carries 0.34; number 23, C, carries -0.87; number 24, C, carries -0.51; number 25, H, carries 0.04; number 26, C, carries -1.63; number 27, C, carries -0.71; number 28, C, carries -1.84; number 29, H, carries -0.40; number 30, C, carries -1.28; number 31, H, carries 0.43; number 32, H, carries 0.42; number 33, H, carries 0.25; number 34, H, carries 0.53; number 35, H, carries 0.15; number 36, H, carries -0.18; number 37, H, carries 0.40; number 38, H, carries 0.14; number 39, H, carries 0.37; number 40, H, carries 0.31; number 41, H, carries 0.30; number 42, C, carries 1.44; number 43, H, carries -0.14; number 44, H, carries 0.50; number 45, C, carries 0.12; number 46, C, carries 0.74; number 47, C, carries 0.92; number 48, H, carries 0.56; number 49, H, carries 0.34; number 50, H, carries -0.59; number 51, H, carries 0.35; number 52, H, carries 0.30; number 53, H, carries 0.37; number 54, H, carries 0.09; number 55, H, carries 0.42; number 56, H, carries 0.04; number 57, H, carries -0.31; number 58, H, carries 0.48; number 59, C, carries -0.27; number 60, H, carries 0.35; number 61, O, carries -0.34; number 62, H, carries 0.41; number 63, H, carries -0.35; number 64, H, carries -0.49; number 65, O, carries -0.62; number 66, H, carries 0.52; number 67, H, carries 0.04; number 68, H, carries -0.20; number 69, H, carries -0.25; number 70, H, carries -0.54; number 71, H, carries -0.04; number 72, C, carries 1.36; number 73, H, carries 0.21; number 74, H, carries 0.24; number 75, C, carries -1.48; number 76, H, carries -0.44; number 77, C, carries -0.93; number 78, H, carries 0.00; number 79, H, carries 0.35; number 80, H, carries 0.35; number 81, H, carries 0.00; number 82, H, carries 0.35; number 83, H, carries 0.10; number 84, C, carries -0.56; number 85, H, carries 0.56; number 86, H, carries 0.17; number 87, C, carries -1.19; number 88, H, carries 0.34; number 89, H, carries -0.06; number 90, H, carries 0.42; number 91, C, carries 0.36; number 92, N, carries -0.46; number 93, H, carries 0.22; number 94, O, carries -0.26; number 95, H, carries 0.10; number 96, C, carries 0.61; number 97, C, carries -0.25; number 98, C, carries -0.82; number 99, O, carries -0.59